Density functional theory data (wB97M-V/def2-TZVPD) for a cluster of 2 separate species, C2H7PS2 in total in a non-equilibrium geometry.

ΔE to the lowest compared entry with this formula, charge and spin   178.4 kJ/mol
Electronic energy   -33145.2934 eV
HOMO energy   -8.7948 eV

ORCA input file:
```
! RIJCOSX wB97M-V def2-TZVPD def2/J DEFGRID3
* xyz 0 1
C 2.15060 -0.10158 -0.03585
C 0.68349 -0.39580 -0.25517
P -1.98687 0.64720 -0.73663
S -3.14428 -0.83749 0.22002
S -0.37188 0.88416 0.57072
H 2.39690 -0.16107 1.02324
H 2.74970 -0.82658 -0.58240
H 2.39743 0.89683 -0.39108
H 0.40904 -1.36330 0.16458
H 0.43167 -0.37942 -1.31629
H -3.07235 2.31998 -0.11324
H -2.64346 -0.68292 1.45209
*
```

Density functional theory data (wB97M-V/def2-TZVPD) for a cluster of 2 separate species, C19H27N2O5S in total in a non-equilibrium geometry.

ΔE to the lowest compared entry with this formula, charge and spin   661.8 kJ/mol
Electronic energy   -44191.1855 eV
HOMO energy   -2.3836 eV

ORCA input file:
```
! RIJCOSX wB97M-V def2-TZVPD def2/J DEFGRID3
* xyz -1 1
C 2.96036 -2.59747 -0.60656
O 3.53490 -1.68219 -1.54222
C 2.72949 -0.57129 -1.86053
C 3.40225 0.72746 -1.43081
C 3.33541 0.94533 0.09776
C 3.20432 2.43842 0.48796
C 1.81531 2.79896 1.00079
C 0.81986 3.12064 -0.14335
C -0.54357 3.14274 0.46309
C -1.25640 1.93392 0.49992
C -2.49491 1.82430 1.08661
C -3.24540 0.52494 1.17170
C -2.74074 -0.45117 0.15117
C -1.54964 -1.11525 0.40552
C -1.00643 -2.03019 -0.47495
C -1.68718 -2.29011 -1.66988
C -1.07866 -3.28125 -2.62873
C -2.88916 -1.63708 -1.93370
C -3.42214 -0.72000 -1.02994
C -2.98345 3.01496 1.62390
N -2.23998 4.10834 1.52545
N -1.05513 4.25155 0.96280
H 2.49029 -3.42342 -1.14065
H 2.24658 -2.12365 0.06334
H 3.75997 -2.99921 0.01138
H 2.61813 -0.53946 -2.95066
H 1.72583 -0.61819 -1.42689
H 2.94623 1.58894 -1.92288
H 4.44361 0.66284 -1.74519
H 2.56647 0.33311 0.56715
H 4.29566 0.62539 0.49815
H 3.90240 2.61670 1.30733
H 3.53079 3.07857 -0.33264
H 1.84732 3.67971 1.64320
H 1.39417 1.96033 1.55510
H 0.81196 2.32514 -0.88556
H 1.06730 4.06775 -0.61748
H -0.80509 1.05966 0.05129
H -4.31811 0.69184 1.09047
H -3.00223 0.09769 2.15695
H -1.02928 -0.92400 1.33944
H -0.07854 -2.53668 -0.27152
H -1.09113 -4.26553 -2.16316
H -1.56634 -3.27015 -3.60116
H -0.03327 -3.00346 -2.77522
H -3.38654 -1.85994 -2.86974
H -4.36430 -0.22329 -1.23418
H -3.92822 3.06623 2.14058
H -2.61708 4.95418 1.93044
O 0.01905 -3.06497 2.76424
S -1.40335 -3.51532 2.69771
O -1.63080 -4.21682 1.40209
O -2.28363 -2.28502 2.72755
O -1.73696 -4.39449 3.83450
*
```